10 unconnected molecules or ions with the total composition C5H32N2O10 in a non-equilibrium geometry, computed with ωB97M-V with the def2-TZVPD basis set.

Results
Frontier orbital gap, eV: 8.3
HOMO, eV: -8.30
Energy relative to the best compared isomer or geometry (same formula, charge and spin), kJ/mol: 433.3
SMILES: C[C@H](O)[C@H](C)NCN.O.O.O.O.O.O.O.O.O

```
49
C5H32N2O10, DFT ωB97M-V with the def2-TZVPD basis set
C -0.116 -0.598 -0.242
C 0.406 -0.758 1.215
C -0.754 -0.442 2.166
C -2.159 -0.955 1.812
O -0.929 0.974 2.493
N 0.906 -2.084 1.509
C 2.324 -2.266 1.207
N 2.780 -2.161 -0.200
H -0.978 -1.154 -0.447
H 0.706 -0.756 -0.940
H -0.327 0.499 -0.548
H 1.231 -0.118 1.592
H -0.456 -0.654 3.193
H -2.879 -1.034 2.689
H -2.651 -0.367 1.008
H -2.046 -1.896 1.230
H -1.086 1.465 1.668
H 0.441 -2.824 1.000
H 2.883 -1.591 1.872
H 2.682 -3.225 1.441
H 2.033 -2.170 -0.888
H 3.326 -1.321 -0.389
H 3.226 1.461 -1.745
H 2.659 0.430 -2.635
O 2.412 0.977 -1.838
H 0.736 2.767 0.252
H 0.787 2.936 1.805
O 1.292 2.721 1.024
H 1.913 2.189 3.217
H 1.956 0.808 2.644
O 1.816 1.272 3.472
H -3.290 -0.020 -2.116
H -2.832 -1.403 -1.301
O -2.973 -0.921 -2.103
H -1.410 -1.238 -2.688
H -1.287 -0.725 -4.168
O -0.818 -0.793 -3.338
H -1.710 0.994 -1.910
H -1.943 2.496 -2.040
O -2.272 1.703 -1.621
H -1.177 -4.013 -0.192
H -0.188 -4.071 -1.352
O -0.235 -4.190 -0.401
H 0.559 2.016 -3.317
H 0.012 3.360 -3.714
O 0.215 2.831 -2.941
H -1.094 3.843 0.659
H -2.224 2.992 0.340
O -1.254 3.000 0.209
```

A single C5H8N2S molecule in a non-equilibrium geometry, computed with ωB97M-V with the def2-TZVPD basis set.

Results
Frontier orbital gap, eV: 7.0
HOMO, eV: -6.65
Energy relative to the best compared isomer or geometry (same formula, charge and spin), kJ/mol: 157.5

```
16
C5H8N2S, DFT ωB97M-V with the def2-TZVPD basis set
C 1.292 1.673 0.118
C 1.682 0.361 -0.055
C -0.562 0.475 0.045
C -2.076 0.127 0.041
C 0.387 -1.778 -0.090
N 0.475 -0.381 -0.096
N -0.054 1.713 0.132
S 3.151 -0.400 -0.280
H 1.966 2.597 -0.079
H -2.071 -0.832 -0.629
H -2.431 -0.218 1.002
H -2.636 0.963 -0.380
H 0.207 -2.370 -1.076
H 1.373 -2.327 0.187
H -0.290 -2.124 0.686
H -0.413 2.521 0.475
```

A molecular structure, C29H46BaBrN3P2 in a non-equilibrium geometry, computed with ωB97M-V with the def2-TZVPD basis set.

Results
Frontier orbital gap (alpha / beta), eV: 3.6 / 3.6
Net charge: +2
HOMO (alpha / beta), eV: -11.21 / -11.21
Energy relative to the best compared isomer or geometry (same formula, charge and spin), kJ/mol: 0.0

```
82
C29H46BaBrN3P2, DFT ωB97M-V with the def2-TZVPD basis set
N 4.340 -7.744 2.663
C 3.039 -7.994 2.847
C 2.037 -7.241 2.213
C 2.381 -6.178 1.343
C 3.777 -5.968 1.150
C 4.709 -6.753 1.845
C 1.380 -5.349 0.701
Ba -0.318 -2.924 -1.303
P -0.285 1.660 -4.921
C 1.749 -4.342 -0.185
C 2.300 -3.052 0.287
C 3.243 -2.294 -0.439
C 3.402 -0.930 -0.216
C 2.718 -0.296 0.860
C 1.963 -1.111 1.733
C 1.818 -2.480 1.503
Br 0.840 -0.043 -1.539
H 0.326 -5.624 0.894
H 1.811 -4.536 -1.281
H 0.998 -7.500 2.402
H 4.145 -5.194 0.480
H 2.799 -8.834 3.518
H 5.786 -6.570 1.723
H 3.859 -2.820 -1.179
H 1.394 -3.136 2.278
H 4.009 -0.311 -0.878
H 1.435 -0.651 2.587
P 2.793 1.487 1.184
C -1.021 -0.007 -4.732
C -1.165 -0.711 -6.091
H -1.999 0.134 -4.248
H -0.375 -0.543 -4.020
H -1.718 -1.650 -5.963
H -1.732 -0.078 -6.792
H -0.176 -0.944 -6.509
C 1.531 1.458 -4.706
C 2.282 2.652 -5.310
H 1.805 0.525 -5.220
H 1.721 1.317 -3.630
H 3.361 2.470 -5.265
H 2.008 2.787 -6.365
H 2.069 3.579 -4.763
C -0.756 2.653 -3.437
C -1.964 3.545 -3.759
H 0.111 3.265 -3.152
H -0.941 1.949 -2.615
H -2.192 4.191 -2.901
H -1.751 4.185 -4.627
H -2.845 2.928 -3.985
C 1.166 2.288 1.474
C 1.259 3.647 2.188
H 0.563 1.570 2.054
H 0.686 2.403 0.489
H 1.414 3.529 3.273
H 2.085 4.258 1.798
H 0.332 4.216 2.028
C 3.626 2.345 -0.151
C 5.132 2.186 -0.375
H 3.422 3.404 0.063
H 3.064 2.058 -1.051
H 5.716 2.655 0.423
H 5.445 1.146 -0.450
H 5.405 2.681 -1.315
C 3.706 1.803 2.717
C 3.148 1.166 4.000
H 3.693 2.899 2.820
H 4.741 1.483 2.534
H 3.050 0.074 3.912
H 3.847 1.370 4.820
H 2.161 1.580 4.288
C -2.641 -3.870 2.071
C -2.391 -2.446 1.760
N -1.622 -1.988 0.771
C -1.682 -0.591 0.830
C -2.520 -0.219 1.841
N -2.948 -1.412 2.428
H -1.990 -4.222 2.884
H -3.691 -3.990 2.373
H -2.445 -4.492 1.184
H -1.099 -0.023 0.120
H -2.851 0.774 2.138
H -3.594 -1.513 3.208
```

A molecular structure, C29H23N2O4PPtS in a non-equilibrium geometry, computed with ωB97M-V with the def2-TZVPD basis set.

Results
Frontier orbital gap, eV: 6.7
HOMO, eV: -7.96
Energy relative to the best compared isomer or geometry (same formula, charge and spin), kJ/mol: 0.0

```
61
C29H23N2O4PPtS, DFT ωB97M-V with the def2-TZVPD basis set
Pt 0.537 -0.132 1.383
O 0.856 -3.152 -1.209
C 0.331 -2.285 -0.549
O 0.781 -1.074 -0.398
C -1.039 -2.589 0.119
P -2.510 -2.083 -0.926
C -1.704 -2.068 -2.580
C -1.677 -3.281 -3.264
C -1.001 -3.396 -4.468
C -0.357 -2.293 -5.005
C -0.400 -1.077 -4.342
C -1.065 -0.961 -3.131
C -2.775 -0.292 -0.625
C -2.500 0.365 0.569
C -2.854 1.697 0.754
C -3.523 2.383 -0.244
C -3.863 1.722 -1.420
C -3.497 0.400 -1.603
H -1.084 -2.133 1.117
H -1.112 -3.668 0.240
H -2.180 -4.143 -2.841
H -0.980 -4.346 -4.986
H 0.173 -2.381 -5.945
H 0.092 -0.212 -4.769
H -1.068 -0.012 -2.612
H -2.052 -0.161 1.403
H -2.620 2.189 1.691
H -3.807 3.417 -0.100
H -4.430 2.238 -2.184
H -3.777 -0.109 -2.518
O 1.377 -0.231 5.324
S 0.477 -0.566 4.263
O 0.811 -1.659 3.360
N 0.233 0.649 3.213
C 0.261 1.999 3.415
C 0.145 2.670 4.617
C 0.094 4.072 4.637
C 0.126 4.814 3.485
C 0.287 4.166 2.242
C 0.356 4.833 1.000
C 0.543 4.123 -0.154
C 0.702 2.731 -0.081
N 0.630 2.085 1.058
C 0.392 2.757 2.217
C -1.119 -0.925 4.959
C -2.152 -1.258 4.095
C -3.419 -1.488 4.602
C -3.634 -1.397 5.972
C -2.589 -1.092 6.832
C -1.322 -0.844 6.325
H 0.093 2.101 5.535
H 0.005 4.576 5.591
H 0.033 5.892 3.512
H 0.257 5.912 0.975
H 0.592 4.611 -1.117
H 0.903 2.135 -0.962
H -1.946 -1.349 3.039
H -4.230 -1.735 3.931
H -4.626 -1.562 6.371
H -2.762 -1.044 7.899
H -0.486 -0.597 6.967
```